The following is a quantum chemistry calculation of a cluster of 7 separate species, C39H84BBrCl2FN6O16P3 in total, from OMol25.

Last column: Löwdin charge in e.
Positions of all 153 atoms, in Å:
C 3.76206 4.95688 1.33960  -0.134
C 2.70023 4.82803 0.14436  -0.244
C 2.87422 3.44951 -0.71880  -0.199
C 1.49718 2.66567 -0.96187  -0.127
C 1.21300 1.36780 -0.08530  -0.368
O -0.12038 0.96561 0.18124  -0.118
C -1.20128 1.83423 0.10000  -0.524
F -1.51319 2.42957 -1.19973  -0.069
P -2.78530 0.74458 0.39761  0.977
P -2.44490 -0.77385 1.90832  0.448
O -1.32437 -0.49008 2.90249  -0.342
O -3.89693 -0.84633 2.83987  -0.237
O -2.27849 -2.36769 1.27489  -0.242
B -1.35339 3.03278 1.19709  -0.417
O -1.41430 4.42806 0.80684  0.058
C -1.49719 2.75173 2.80243  -0.147
C -2.10325 4.09379 3.48264  -0.129
P 1.99502 1.77337 1.63969  0.878
O 1.46276 0.90706 2.78732  -0.433
C 1.98035 0.02276 -0.62471  -0.333
C 1.39588 -1.23644 0.14674  -0.112
O 0.23560 -1.84964 -0.51839  -0.244
C 0.33356 -3.29598 -0.42459  -0.106
O 3.35600 0.34776 -0.43559  -0.209
C 4.32601 -0.60991 -0.15093  -0.769
C 4.41244 -1.15199 1.38586  -0.066
Br 4.51394 -2.21894 -1.30967  0.804
C 5.76815 0.13768 -0.35144  -0.203
C 6.00920 1.36936 0.62156  -0.148
C 7.59864 1.36891 0.97193  -0.179
O 7.94949 0.15265 1.69801  -0.093
C 8.33512 0.57609 3.02573  -0.403
C 7.29654 0.17539 4.19283  -0.002
O 9.40262 1.18133 3.23574  0.063
C 1.78505 -0.25356 -2.19200  -0.505
Cl 3.15468 0.51937 -3.19800  0.587
C 0.40196 0.10432 -2.88579  -0.611
C -0.21245 -1.26008 -3.53396  -0.135
Cl 0.53615 1.23288 -4.37066  0.508
H 3.36119 5.72910 2.09318  0.080
H 4.75232 5.38471 0.96396  0.077
H 3.89849 3.97871 1.92823  0.048
H 2.71956 5.74516 -0.54881  0.115
H 1.62959 4.80035 0.56651  0.077
H 3.22605 3.82943 -1.75008  0.123
H 3.73815 2.84680 -0.31140  0.063
H 0.69709 3.49264 -0.85866  0.113
H 1.47920 2.43187 -2.09111  0.078
H -2.96578 0.03507 -0.85627  -0.044
H -4.44209 -1.60139 2.52311  0.062
H -1.62158 -2.78134 1.89025  0.075
H -0.92431 4.57333 -0.02908  0.093
H -2.28042 1.94126 2.96352  0.075
H -0.49549 2.54249 3.29700  0.102
H -1.44887 5.00923 3.31044  0.074
H -3.19318 4.25361 3.17818  0.081
H -2.11173 3.91062 4.62015  0.078
H 3.41395 1.88366 1.59229  0.003
H 1.50980 3.11697 1.91427  0.050
H 2.13454 -2.11377 0.26421  0.093
H 1.03736 -1.03196 1.21801  0.140
H 0.62531 -3.62864 0.62717  0.103
H 0.97348 -3.74598 -1.25431  0.103
H -0.73739 -3.67993 -0.59972  0.093
H 5.52303 -1.38494 1.58048  0.094
H 4.03715 -0.35716 2.11659  0.081
H 3.85751 -2.13093 1.53913  0.075
H 6.54514 -0.69356 -0.26973  0.099
H 5.80436 0.49999 -1.44593  0.117
H 5.85008 2.36087 0.05704  0.120
H 5.48409 1.33076 1.62597  0.094
H 7.84809 2.32143 1.54388  0.132
H 8.16917 1.36599 -0.01829  0.136
H 6.47343 0.95878 4.17048  0.094
H 7.89263 0.16078 5.15676  0.075
H 6.87978 -0.84523 3.90190  0.097
H 1.94989 -1.38283 -2.34343  0.080
H -0.43040 0.50824 -2.23837  0.092
H -0.94490 -0.87992 -4.33978  0.059
H 0.56883 -1.86996 -4.09054  0.089
H -0.84629 -1.84388 -2.79296  0.044
C 6.83160 -7.53428 0.24587  -0.065
N 6.26269 -6.24421 0.57845  -0.204
C 5.72938 -5.41667 -0.48703  -0.081
C 6.21196 -5.78212 1.85898  -0.346
O 5.74820 -4.71098 2.20129  0.009
H 7.66684 -7.38926 -0.44416  0.089
H 6.06588 -8.14972 -0.23337  0.088
H 7.19173 -8.04437 1.14035  0.082
H 6.26434 -4.46468 -0.50198  0.057
H 4.67227 -5.22051 -0.29237  0.075
H 5.83878 -5.91447 -1.45143  0.089
H 6.64239 -6.48580 2.58934  0.129
C -5.95532 -3.42033 -3.05487  -0.073
N -4.70576 -2.68413 -3.06893  -0.181
C -4.45321 -1.75239 -4.15323  -0.040
C -3.76575 -2.83858 -2.10137  -0.323
O -2.69700 -2.24970 -2.05636  -0.042
H -6.02530 -4.01908 -3.96678  0.095
H -6.78540 -2.71161 -3.01935  0.087
H -6.01115 -4.07845 -2.19082  0.060
H -3.54403 -2.05459 -4.68025  0.093
H -4.30064 -0.75230 -3.73788  0.093
H -5.29511 -1.73661 -4.84996  0.037
H -4.05701 -3.56759 -1.32834  0.136
C 5.84142 -1.84041 9.46212  -0.063
N 6.27585 -1.12397 8.28011  -0.202
C 7.69705 -1.00366 8.01615  -0.045
C 5.39337 -0.55996 7.40913  -0.318
O 5.69473 0.05260 6.40197  -0.002
H 6.25311 -1.35054 10.34830  0.089
H 6.20758 -2.86896 9.41128  0.089
H 4.75311 -1.85179 9.53347  0.084
H 7.96669 0.05485 7.97866  0.095
H 7.92128 -1.45581 7.04683  0.088
H 8.27492 -1.50176 8.79525  0.087
H 4.34226 -0.70931 7.70195  0.134
C -9.31502 0.92488 -7.17180  -0.060
N -7.98875 0.46352 -6.81432  -0.200
C -6.85811 1.34956 -7.02151  -0.037
C -7.76879 -0.77245 -6.29114  -0.314
O -6.68070 -1.21648 -5.97153  -0.006
H -9.33470 1.16369 -8.23810  0.091
H -9.54916 1.82194 -6.59322  0.091
H -10.06392 0.15966 -6.96327  0.083
H -6.14789 0.87189 -7.70058  0.096
H -6.36119 1.52658 -6.06470  0.096
H -7.18804 2.29889 -7.44439  0.088
H -8.69134 -1.36307 -6.17501  0.130
C -4.40946 8.99487 0.88517  -0.066
N -3.11674 8.45455 0.51831  -0.204
C -2.98552 7.02297 0.31852  -0.047
C -2.02029 9.24572 0.35479  -0.350
O -0.91049 8.85348 0.04807  0.010
H -4.72873 8.54717 1.82990  0.089
H -5.13363 8.75110 0.10347  0.087
H -4.36082 10.07845 1.00181  0.082
H -2.24161 6.63137 1.01408  0.076
H -2.64312 6.83483 -0.70231  0.095
H -3.94054 6.52289 0.48315  0.092
H -2.22829 10.31351 0.52972  0.128
C -11.26397 -5.94527 -2.89898  -0.060
N -10.01383 -5.21248 -2.90588  -0.200
C -9.75362 -4.27940 -3.98576  -0.045
C -9.07537 -5.37087 -1.93237  -0.316
O -8.00947 -4.78561 -1.88369  0.000
H -11.33281 -6.54286 -3.81152  0.090
H -12.09416 -5.23524 -2.86504  0.089
H -11.32391 -6.60654 -2.03368  0.085
H -8.84344 -4.58162 -4.50974  0.094
H -9.60080 -3.28102 -3.56801  0.092
H -10.59018 -4.26019 -4.68515  0.086
H -9.37059 -6.10041 -1.16193  0.134

As for the spin multiplicity: 1. The value obtained for the largest force on an atom is 4.8 eV Å⁻¹. The HOMO-LUMO gap comes out at 8.97 eV. The HOMO energy is -8.70 eV. The total energy is -209850.2547 eV. As for the SMILES: CCCC[C@](O[C@@](F)(PP(=O)(O)O)B(O)CC)([PH2]=O)[C@](COC)(O[C@@](C)(Br)CCCOC(C)=O)[C@H](Cl)[C@H](C)Cl.CN(C)C=O.CN(C)C=O.CN(C)C=O.CN(C)C=O.CN(C)C=O.CN(C)C=O. Its net charge is 0. The calculation puts the molar mass at 1166.67 g/mol. The LUMO energy comes out at 0.00978 Eh.